1.
ORCA calculation (wB97M-V/def2-TZVPD) on 3 unconnected molecules or ions with the total composition C19H46N7O9P3S.

Results
Total charge ... 0
LUMO energy ... -0.029 hartree
SMILES ... O=CC[C@@H]1OC(=O)[C@@H](CON=O)[C@H]1P(O)(O)=S.CN(C)P(=O)(N(C)C)N(C)C.CN(C)P(=O)(N(C)C)N(C)C

Structure (XYZ):
```
85
Properties=species:S:1:pos:R:3:forces:R:3
S -5.736830 6.413413 2.105516 -0.1 -0.3 0.0
P -1.132395 -0.787015 1.146138 -4.9 -4.7 -2.6
P 6.148473 -1.605958 -0.938978 5.6 -1.8 5.3
P -6.500229 5.990172 0.384612 0.4 1.2 0.9
O 5.163009 -1.365248 0.211347 -2.5 1.0 -3.4
O -5.822399 1.986395 0.108108 -0.4 -0.5 -0.3
O -8.088281 6.325404 0.384129 0.9 -0.4 -0.7
O -2.342376 4.815851 -0.478347 1.4 0.6 -1.4
O -2.158344 0.276065 1.518347 3.4 1.8 1.2
O -7.720287 1.238809 -0.891835 -0.9 -2.5 -1.2
O -5.893696 6.930492 -0.812236 -0.7 -1.6 0.5
O -11.222095 2.665934 0.643319 0.0 0.0 0.5
O -9.580151 3.691973 1.511651 0.5 0.4 -0.3
N 0.251842 -1.804376 0.981631 0.9 2.1 0.8
N -1.414188 -0.706470 -0.560514 -0.1 1.0 -0.6
N 6.423468 -3.250660 -0.441732 -0.8 -1.1 0.3
N 7.361702 -0.522383 -0.298191 0.2 0.8 -0.3
N 7.082129 -1.855559 -2.377289 -2.1 0.6 -1.0
N -10.306980 2.496074 1.341540 -0.3 -0.5 -0.6
N -2.008556 -2.096312 1.908554 -0.2 -0.4 0.6
C -2.849382 -3.005635 1.150183 0.3 -0.2 -0.4
C -2.767950 -1.696673 3.096200 0.1 0.3 0.0
C -7.105952 2.053198 -0.337361 0.6 3.6 1.6
C -6.278422 4.231169 -0.162289 -0.6 1.0 1.3
C -3.859526 3.256008 0.378953 -0.3 0.8 1.0
C 5.287412 -4.151643 -0.628753 -0.4 0.3 0.2
C -1.008582 0.546804 -1.197121 -0.2 0.3 0.4
C 8.462755 -0.992893 0.523009 0.2 -0.4 -0.3
C 1.446071 -1.204249 0.388223 0.0 0.2 -0.3
C -3.181495 4.630953 0.339196 -0.8 -0.9 0.7
C 7.670552 -3.981037 -0.384779 0.4 0.2 -0.7
C 0.370483 -3.232132 1.184820 0.1 -0.4 1.0
C -5.379823 3.284059 0.647143 0.9 -1.4 -0.5
C 6.811097 0.665761 0.360519 -0.3 0.0 0.0
C 6.499614 -2.716962 -3.402034 -0.2 -0.3 0.1
C -8.185510 3.401315 1.499986 0.8 0.4 0.4
C -7.615271 3.481500 0.045121 -0.1 -1.0 -0.8
C 8.449766 -1.474619 -2.659549 0.2 1.1 -0.3
C -1.471720 -1.791355 -1.514353 0.5 -0.6 0.2
H 9.160054 -2.184706 -2.229147 -0.1 0.0 0.1
H -0.501034 -2.277637 -1.691930 0.0 -0.1 0.0
H 8.099826 -4.205444 -1.372524 0.1 -0.1 0.0
H -2.195326 -2.553597 -1.238218 0.1 0.0 0.2
H 5.399488 -5.070332 -0.050335 0.2 0.0 0.0
H -1.824408 -1.429352 -2.481811 0.1 0.3 0.1
H -5.889359 4.226435 -1.192143 -0.5 -0.2 0.1
H 1.477686 -0.133132 0.592077 0.0 0.0 -0.1
H 6.468742 0.445067 1.378479 -0.1 0.0 0.0
H -1.335790 1.404602 -0.605502 0.1 -0.1 0.1
H 1.414085 -3.517895 1.350527 0.1 0.3 -0.1
H 9.084841 -0.153419 0.843353 -0.2 0.1 0.0
H -2.198328 -1.006326 3.715892 0.0 0.0 0.0
H 7.528361 -4.937892 0.120790 -0.3 0.0 -0.1
H 9.145114 -1.635090 -0.032227 -0.1 -0.1 0.0
H -3.619222 2.687599 -0.526892 -0.2 0.4 0.1
H -3.640241 -2.477799 0.598873 0.0 -0.1 0.0
H -7.989803 2.403117 1.922035 -0.3 0.3 0.0
H -8.452071 3.818840 -0.576716 0.4 -0.2 -0.1
H 5.151565 -4.428750 -1.682318 0.0 -0.2 0.0
H 8.114108 -1.519374 1.422393 0.1 0.0 0.0
H -2.272248 -3.619336 0.458925 0.0 0.1 -0.1
H 8.676039 -0.468794 -2.311317 0.0 -0.2 0.3
H -5.571948 3.182677 1.723137 -0.1 0.9 -0.3
H -1.459725 0.664040 -2.184141 0.0 -0.2 0.0
H -3.377373 2.713524 1.213420 -0.2 0.0 -0.3
H -5.346495 6.321211 -1.336199 0.1 0.6 -0.3
H 6.791689 -2.406144 -4.406570 0.0 0.1 0.1
H 2.369305 -1.620488 0.794202 -0.1 0.0 0.1
H 0.016052 -3.791545 0.315047 -0.1 0.1 0.0
H 4.362875 -3.682392 -0.284905 0.1 0.1 -0.1
H -2.997911 -2.572303 3.709074 0.1 -0.1 -0.1
H 8.424159 -3.476857 0.212972 0.0 0.2 -0.1
H 6.806563 -3.761531 -3.273050 0.0 0.0 0.0
H -7.702609 4.138880 2.160790 -0.2 -0.2 -0.1
H -8.442720 6.185561 1.275961 0.0 0.2 -0.1
H 0.080653 0.614894 -1.311591 0.0 0.1 -0.2
H 5.410119 -2.675742 -3.368867 0.0 -0.1 0.0
H -0.154818 -3.565743 2.077269 -0.2 0.1 -0.2
H -3.407998 5.439261 1.062078 -0.3 -0.5 0.1
H 7.572361 1.447214 0.426784 0.1 -0.1 -0.1
H 5.972242 1.075533 -0.199755 0.0 0.0 0.1
H -3.327597 -3.728465 1.816189 0.0 0.2 0.2
H -3.717509 -1.215984 2.830310 0.0 0.1 0.1
H 8.634381 -1.445673 -3.738158 -0.2 -0.2 0.0
H 1.466296 -1.346878 -0.699146 0.0 0.0 0.0
```
Positions in Å, forces in eV/Å.

2.
ORCA calculation (wB97M-V/def2-TZVPD) on 7 unconnected molecules or ions with the total composition C19H47Br3N3O.

Results
Total charge ... -1
Relative energy (zero: lowest compared OMol25 entry of this formula, charge and spin) ... 21.83 kcal per mole
LUMO energy ... 0.068 hartree

Structure (XYZ):
```
73
Properties=species:S:1:pos:R:3:forces:R:3
Br -4.842427 0.092137 -2.917310 0.1 0.4 0.0
Br 0.232912 -1.173556 -3.511673 0.5 0.2 0.3
Br -3.002881 -4.424264 -0.963345 0.4 -0.3 0.2
O -1.607246 0.213208 0.889688 0.4 0.5 0.0
N -0.360232 3.309757 -1.668080 -0.1 0.9 2.5
N 1.558443 -3.712892 0.095657 -0.6 1.5 0.3
N -2.344544 -1.275684 -1.279342 1.3 0.8 -1.0
C 2.871672 -1.658832 -0.304444 0.7 0.0 -0.1
C -2.230330 4.937848 -0.750806 -1.3 -1.6 1.2
C -1.355316 2.262700 -2.152058 -0.3 0.9 1.0
C 1.485977 -4.392577 2.613944 0.2 0.4 -0.1
C 2.137251 -5.286614 3.667382 -0.5 0.0 -0.9
C -1.120023 -0.745131 3.023495 0.5 -0.1 0.3
C -2.766994 5.906210 0.360709 1.6 0.6 -0.9
C 1.811968 -1.312040 0.728597 0.4 -1.0 0.3
C -1.881521 0.372506 2.229359 0.9 -1.1 -1.0
C 2.589144 -3.060549 -0.843587 -0.7 -0.6 0.1
C 2.269198 -4.318280 1.308622 0.0 1.0 -1.2
C 1.664525 2.394434 -2.386135 0.4 0.3 0.1
C 1.654893 3.823527 -2.952971 0.8 -0.3 0.6
C 0.182234 4.174556 -2.816530 -0.3 -1.3 -0.9
C 0.835511 2.544374 -1.108775 0.5 0.1 -1.9
C -1.447568 1.730583 2.777063 -0.7 -0.3 1.1
C 0.761713 -2.386458 0.513973 -1.1 -0.9 -0.6
C -0.896684 4.168780 -0.436544 -0.6 0.5 -1.8
C 0.660728 -4.774947 -0.578209 0.5 1.7 0.8
H -3.659506 6.399162 -0.024700 0.0 -0.1 0.2
H -3.147072 -0.770710 -1.627264 -1.4 -0.3 -0.5
H -1.729085 1.877929 -1.203185 -0.3 -0.6 -0.2
H -1.147549 -0.835440 4.109396 -0.7 0.7 0.5
H 0.139025 -4.282749 -1.398980 0.0 -0.2 0.0
H -1.640254 -1.146547 -1.991669 0.5 0.1 -0.8
H 2.056634 3.797600 -3.965903 -0.5 0.3 -0.1
H 2.194407 -6.295788 3.259472 0.0 -0.2 0.3
H -1.719086 2.635854 2.234062 0.1 -0.3 -0.7
H 1.434400 3.196559 -0.473095 -0.4 0.1 0.3
H 0.442936 -4.692571 2.513007 0.0 -0.2 -0.4
H -1.407795 -1.747474 2.706316 -0.2 0.1 -0.5
H 3.852843 -1.541866 0.155688 0.2 -0.1 -0.3
H 2.098005 -2.922591 -1.806846 -0.2 -0.3 -0.1
H 2.665886 -5.252843 0.911978 -0.1 -0.2 0.4
H 1.422240 -5.239420 4.488743 0.6 -0.3 0.4
H -0.844254 1.506279 -2.747645 0.0 0.0 0.0
H -1.993271 6.660581 0.503477 -0.1 0.5 -0.1
H 1.608975 -0.248383 0.604045 -1.1 -0.4 0.2
H -2.017362 1.851995 3.698304 0.3 0.1 0.6
H 0.595099 1.614134 -0.594038 -0.7 0.2 -0.1
H 2.620951 1.951471 -2.108404 0.2 0.2 -0.4
H -2.393746 5.323517 -1.757111 1.1 0.8 0.0
H -0.069890 4.843645 -0.215062 0.0 0.2 -0.2
H -2.920905 5.553306 1.380442 -0.2 -0.8 -0.4
H 3.419252 -3.760307 -0.940286 0.1 0.2 0.0
H 3.149305 -4.966666 3.915336 -0.2 0.1 0.3
H -0.343556 3.702972 -3.646738 0.0 0.5 -0.3
H -2.928583 0.164479 2.449537 -0.6 0.4 0.1
H -0.065069 -5.032933 0.192993 -0.1 -0.4 -0.4
H -3.050408 4.224285 -0.830817 0.2 -0.9 0.3
H 0.098505 -2.204383 -0.331664 0.2 0.2 -0.2
H 2.282975 4.517286 -2.394120 0.0 0.0 0.2
H 1.437665 -3.391467 3.042357 -0.1 0.2 -0.1
H -2.004891 -0.746801 -0.488764 0.2 0.2 1.9
H 1.308749 -5.589913 -0.900708 -0.2 0.0 0.1
H 2.754669 -0.951785 -1.125717 0.3 -0.2 -0.2
H -2.386742 -2.280622 -1.187559 -1.0 -0.9 0.5
H 2.209056 -1.461610 1.732619 0.1 0.2 0.2
H -2.165052 2.750378 -2.694830 0.1 -0.1 0.0
H -0.387396 1.674224 3.023950 0.2 0.4 -0.1
H 3.100750 -3.617817 1.385949 0.3 -0.3 0.6
H -0.043672 5.240889 -2.816037 -0.2 -0.2 0.7
H -0.963146 3.513889 0.432248 -0.4 -0.3 -0.3
H 1.236021 1.816704 -3.205108 -0.2 -0.8 0.6
H 0.089305 -2.626088 1.337709 0.3 0.1 0.0
H -0.049763 -0.619157 2.859941 0.3 0.0 -0.5
```
Positions in Å, forces in eV/Å.

3.
ORCA calculation (wB97M-V/def2-TZVPD) on 5 unconnected molecules or ions with the total composition C19H47NO17S5.

Results
Total charge ... 0
Relative energy (zero: lowest compared OMol25 entry of this formula, charge and spin) ... 0.00 kcal per mole
LUMO energy ... 0.016 hartree
SMILES ... CCCCO[C@@H]1OS(=O)(=O)O[C@]1(C)N.CCOS(C)(=O)=O.CCOS(C)(=O)=O.CCOS(C)(=O)=O.CCOS(C)(=O)=O

Structure (XYZ):
```
89
Properties=species:S:1:pos:R:3:forces:R:3
S -8.844343 -3.883892 -2.603554 0.0 0.0 0.0
S 3.730644 4.749602 -0.322558 0.0 0.0 0.0
S 0.131982 1.935598 5.392789 0.0 0.0 -0.1
S -3.829313 1.251524 -4.876935 0.0 0.0 0.0
S 3.283449 -0.677249 -4.917228 0.0 0.0 0.1
O -1.128093 2.439705 5.791890 0.0 0.0 0.0
O 0.804072 1.162363 6.598053 0.2 0.0 -0.1
O 2.077115 -0.291735 -5.590931 0.1 0.0 0.0
O 2.489225 5.463297 -0.311062 0.0 0.0 0.0
O -0.025001 0.668315 4.410203 -0.2 -0.1 0.2
O 1.083212 2.792639 4.767055 -0.1 0.1 0.1
O 3.755535 3.425524 -0.874152 0.0 0.1 -0.1
O 4.340431 4.729241 1.133850 0.0 0.0 0.0
O -7.709215 -4.241718 -1.808881 0.0 0.0 0.0
O -8.454659 -3.870035 -4.137104 0.0 0.0 0.0
O 3.238428 -1.792312 -4.020608 0.0 0.0 0.0
O -3.669826 1.241383 -6.298939 0.0 0.0 0.0
O -4.648733 0.241216 -4.270158 0.0 0.0 0.0
O 3.889470 0.587110 -4.188262 0.0 0.0 0.0
O -2.418870 1.261879 -4.164538 0.0 0.0 -0.1
O 1.690310 -0.969424 7.008725 -0.1 0.0 0.0
O -9.559021 -2.681526 -2.290913 0.0 0.0 0.0
N -0.966231 -0.798450 5.954324 0.1 -0.1 0.0
C 2.644417 0.761942 -2.061493 0.0 -0.1 0.0
C 4.980492 5.718296 -1.090982 0.0 0.0 0.0
C -1.735562 -0.016028 -4.002830 0.1 -0.1 0.1
C 4.577684 -0.923132 -6.081464 0.0 0.0 0.0
C 0.587043 -1.674860 4.201076 0.2 0.2 -0.2
C 3.229101 2.830535 2.260980 0.0 0.0 -0.1
C -9.956764 -5.245509 -2.663076 0.0 0.0 0.0
C 4.158093 -0.785898 6.785814 -0.2 0.0 -0.1
C -1.073791 -0.486886 -5.275029 -0.1 0.0 -0.1
C 0.209730 -0.556336 5.149447 -0.1 0.0 0.1
C -6.334342 -2.611035 -4.294178 0.0 -0.1 0.0
C 2.979444 1.399012 -3.386646 -0.1 0.2 0.0
C -7.798083 -2.675486 -4.655080 0.0 0.1 -0.1
C 4.062450 -3.338507 6.693463 0.0 0.0 -0.1
C 3.456948 4.322253 2.224343 -0.1 0.0 0.1
C -4.361132 2.846249 -4.362390 0.0 0.0 0.0
C 4.237980 -2.038682 5.914384 0.2 0.0 0.1
C 2.937686 -0.737032 7.689163 0.0 0.0 0.2
C 1.362842 -0.089152 6.043123 -0.1 0.3 -0.1
H -7.942484 -2.753775 -5.730423 0.0 -0.1 0.0
H -2.453407 -0.738229 -3.613121 0.0 0.0 0.0
H 1.159516 -2.418095 4.756811 -0.1 -0.1 0.0
H 3.974507 4.674694 3.113114 0.0 0.0 0.0
H -1.002397 0.186329 -3.224447 0.0 0.1 0.0
H 4.726195 5.769137 -2.147430 0.0 0.0 0.0
H -5.326434 3.016456 -4.833918 0.0 0.0 0.0
H 5.030585 -0.728294 7.441657 0.0 0.0 0.0
H 2.200385 0.243199 5.420067 0.1 -0.3 0.0
H 3.502521 -1.981230 5.109039 0.0 0.0 0.0
H 4.690274 -3.346223 7.586806 0.0 0.0 0.0
H 4.354654 -4.194326 6.084707 0.0 0.0 0.0
H -0.457102 -1.356946 -5.051779 0.0 0.0 0.0
H 3.026619 -3.495094 6.997129 0.0 0.0 0.1
H 1.198943 -1.314293 3.373800 0.0 0.0 0.0
H -10.277685 -5.425016 -1.639439 0.0 0.0 0.0
H 4.177836 2.292478 2.255367 0.0 0.0 0.0
H 2.089427 1.599771 -3.983872 0.0 0.0 0.0
H -9.425659 -6.109392 -3.053203 0.0 0.0 0.0
H 5.508786 -1.059190 -5.538155 0.0 0.0 0.0
H 5.215774 -2.046385 5.427747 0.0 0.0 0.0
H -0.308096 -2.144773 3.800210 0.0 0.0 0.0
H 4.624235 -0.061378 -6.741002 0.0 0.0 0.0
H -0.428988 0.286431 -5.685588 0.0 0.0 0.0
H 2.675312 2.595673 3.169843 0.0 0.0 -0.1
H -8.347342 -1.803182 -4.300370 0.0 0.0 0.0
H 2.884705 0.210335 8.229235 0.0 0.1 -0.1
H 4.325102 -1.823136 -6.637640 0.0 0.0 0.0
H 2.646034 2.498112 1.403081 0.0 0.0 0.0
H 2.087264 1.482675 -1.464483 0.0 0.0 0.0
H -0.910498 -1.699668 6.413972 0.0 0.0 0.0
H 4.976696 6.709133 -0.645925 0.0 0.0 0.0
H 2.046124 -0.140475 -2.186498 0.0 0.0 0.0
H 3.518209 2.331513 -3.243930 0.1 0.0 0.0
H -10.801727 -4.980983 -3.292175 0.0 0.0 0.0
H 2.522007 4.873972 2.131188 0.0 0.0 0.0
H -4.452808 2.852637 -3.280111 0.0 0.0 0.0
H 2.980713 -1.532085 8.430066 0.0 0.0 0.0
H 5.937783 5.223456 -0.951584 0.0 0.0 0.0
H -3.634988 3.578717 -4.704265 0.0 0.0 0.0
H -5.830299 -3.534862 -4.579982 0.0 0.0 0.0
H -5.872037 -1.775509 -4.817035 0.0 0.0 0.0
H 4.199934 0.104346 6.153267 0.1 0.0 0.0
H -1.809943 -0.760450 -6.030185 0.0 0.0 0.0
H 3.553414 0.500339 -1.521126 0.0 0.0 0.0
H -6.192428 -2.460737 -3.225265 0.0 0.0 0.0
H -1.784037 -0.788476 5.356150 0.0 0.0 0.0
```
Positions in Å, forces in eV/Å.

Quick rundown of max |F|, same order as above: 7.9, 2.6, 0.3 eV/A
Quick rundown of orbital gap, same order as above: 7.26, 5.82, 10.72 eV